[1]
Computed, not measured: 2 unconnected molecules or ions with the total composition CH5OPS at a distorted geometry, with the ωB97M-V functional and the def2-TZVPD basis.

Structure (XYZ):
```
9
CH5OPS, DFT the ωB97M-V functional and the def2-TZVPD basis
C 0.504 0.207 1.693
O -0.365 -0.728 -2.933
P -1.659 -0.155 -2.568
S 0.073 -1.293 0.831
H 0.163 0.339 2.745
H 0.193 1.146 1.260
H 1.624 0.301 1.690
H 0.811 -1.089 -0.160
H -1.345 1.272 -2.558
```

## Properties
Orbital gap (eV): 8.2
HOMO energy (eV): -9.16
Energy relative to the best compared isomer or geometry (same formula, charge and spin) (kJ/mol): 204.8
SMILES string: O=P.CS

natural (NBO) population analysis, charges in e, atoms 1 to 5:
1. C -0.770
2. O -0.965
3. P 1.147
4. S -0.002
5. H 0.237

=====

[2]
Computed, not measured: a molecular structure, C10H9IS2 at a distorted geometry, with the ωB97M-V functional and the def2-TZVPD basis.

Structure (XYZ):
```
22
C10H9IS2, DFT the ωB97M-V functional and the def2-TZVPD basis
C 0.674 1.647 3.270
C 1.660 0.932 2.629
C -0.536 1.832 2.648
C 1.483 0.454 1.406
C -0.765 1.316 1.343
C 0.208 0.550 0.746
C -0.019 0.050 -0.522
C -1.328 -1.320 -0.647
C 0.221 -0.521 -3.125
C -0.375 -1.957 -3.173
S 1.259 -0.249 -1.617
S -1.875 -2.008 -2.175
I -3.029 -1.204 0.633
H 0.879 1.832 4.304
H 2.572 0.753 3.270
H -1.339 2.286 3.097
H 2.201 -0.295 0.914
H -1.666 1.337 0.954
H 0.976 -0.418 -4.006
H -0.703 0.097 -2.949
H -0.722 -2.266 -4.223
H 0.224 -2.848 -2.777
```

## Properties
Orbital gap (alpha / beta) (eV): 6.8 / 6.9
HOMO energy (alpha / beta) (eV): -7.33 / -7.46

natural (NBO) population analysis, charges in e, atoms 1 to 5:
1. C -0.195
2. C -0.219
3. C -0.197
4. C -0.165
5. C -0.133

=====

[3]
Computed, not measured: a molecular structure, C25H46BIrNP2 at a distorted geometry, with the ωB97M-V functional and the def2-TZVPD basis.

Structure (XYZ):
```
76
C25H46BIrNP2, DFT the ωB97M-V functional and the def2-TZVPD basis
Ir -2.581 -2.162 0.672
C -0.815 0.566 -1.392
C -1.454 0.907 -0.209
C 0.750 1.411 0.088
C 0.569 0.906 -1.229
C -0.499 1.353 0.766
C -1.410 0.362 -2.722
H -2.498 0.238 -2.729
H -0.932 -0.486 -3.219
H -1.202 1.240 -3.345
C 1.599 0.908 -2.262
H 1.171 0.715 -3.250
H 2.340 0.136 -2.014
H 2.107 1.880 -2.307
C 2.002 1.999 0.573
H 2.370 2.676 -0.198
H 2.740 1.211 0.727
H 1.854 2.570 1.493
C -0.802 2.121 2.007
H -0.761 3.183 1.715
H -0.013 1.971 2.751
H -1.799 1.927 2.446
C -2.840 1.441 -0.156
H -2.667 2.511 -0.354
H -3.378 1.341 0.795
H -3.459 1.063 -0.964
C -3.060 -5.069 0.018
C -3.906 -4.278 -0.774
C -5.294 -3.975 -0.367
C -5.412 -3.382 1.031
C -4.126 -2.749 1.555
C -3.236 -3.496 2.360
C -3.428 -4.983 2.562
C -3.667 -5.763 1.262
H -5.868 -4.904 -0.397
H -5.757 -4.133 1.745
H -5.787 -3.297 -1.054
H -4.736 -5.987 1.151
H -2.360 -5.791 -0.454
H -3.696 -4.193 -1.839
H -3.214 -6.756 1.358
H -2.534 -5.405 3.049
H -2.580 -3.059 3.140
H -4.251 -5.188 3.281
H -6.168 -2.585 1.081
H -4.255 -1.587 1.622
P -1.543 -3.630 -0.386
P -0.655 -1.511 2.214
C -0.627 -4.230 1.039
C -0.210 -3.345 2.230
H 0.249 -4.477 0.423
H -1.140 -5.149 1.374
H -0.654 -3.698 3.165
H 0.883 -3.349 2.260
C 0.907 -0.814 2.870
H 0.851 0.275 2.973
H 1.761 -1.088 2.239
H 1.013 -1.272 3.866
C -1.796 -0.941 3.571
H -1.658 -1.617 4.415
H -2.838 -0.936 3.246
H -1.511 0.076 3.836
C -0.855 -3.472 -1.937
H -1.175 -2.634 -2.548
H -0.981 -4.409 -2.464
H 0.187 -3.318 -1.668
C -3.409 -1.696 -1.183
H -3.146 -0.667 -1.209
H -4.505 -1.752 -1.219
H -3.000 -2.233 -2.093
B 3.434 -1.462 -0.535
C 1.940 -1.726 -0.240
N 0.825 -1.931 -0.002
H 3.726 -0.312 -0.204
H 3.658 -1.614 -1.726
H 4.082 -2.231 0.164
```

## Properties
Orbital gap (alpha / beta) (eV): 6.0 / 5.4
2S+1: 6
HOMO energy (alpha / beta) (eV): -12.42 / -14.20
Charge: +2
Energy relative to the best compared isomer or geometry (same formula, charge and spin) (kJ/mol): 395.9

Löwdin population analysis, charges in e, atoms 1 to 5:
1. Ir 1.045
2. C -0.148
3. C -0.216
4. C -0.130
5. C -0.134

=====

[4]
Computed, not measured: 2 unconnected molecules or ions with the total composition CH8N2O at a distorted geometry, with the ωB97M-V functional and the def2-TZVPD basis.

Structure (XYZ):
```
12
CH8N2O, DFT the ωB97M-V functional and the def2-TZVPD basis
N 1.759 0.427 -1.015
C 0.358 0.579 -1.124
N -0.326 -0.368 -0.252
H 2.203 0.877 -0.231
H 2.117 -0.476 -1.306
H 0.030 1.583 -0.866
H -0.022 0.421 -2.129
H -0.935 -1.063 -0.664
H 0.179 -0.794 0.521
H -2.039 0.225 2.768
H -1.496 -0.706 1.698
O -1.830 -0.705 2.600
```

## Properties
Orbital gap (alpha / beta) (eV): 11.4 / 6.1
2S+1: 2
HOMO energy (alpha / beta) (eV): -15.14 / -15.12
Charge: +1
Energy relative to the best compared isomer or geometry (same formula, charge and spin) (kJ/mol): 0.0

natural (NBO) population analysis, charges in e, atoms 1 to 5:
1. N -0.548
2. C -0.130
3. N -0.501
4. H 0.418
5. H 0.411

=====

[5]
Computed, not measured: a molecular structure, C21H31BiO3 at a distorted geometry, with the ωB97M-V functional and the def2-TZVPD basis.

Structure (XYZ):
```
56
C21H31BiO3, DFT the ωB97M-V functional and the def2-TZVPD basis
O 0.829 0.032 -6.596
C 0.842 1.229 -7.429
C 0.749 0.506 -8.749
H 1.763 1.793 -7.281
H -0.038 1.869 -7.337
C 0.747 -0.746 -7.829
H 1.627 0.616 -9.386
H -0.188 0.719 -9.269
C 2.002 -1.575 -8.026
H 2.896 -0.943 -7.934
H 1.984 -2.048 -9.018
H 2.066 -2.361 -7.269
C -0.547 -1.539 -7.903
H -1.411 -0.887 -7.722
H -0.550 -2.342 -7.157
H -0.647 -1.984 -8.905
Bi 0.504 -0.227 -0.870
C -2.094 -0.907 0.734
C -1.319 0.281 0.900
C -1.654 1.168 -0.194
H -0.786 0.565 1.808
C -2.628 0.505 -0.990
C -2.861 -0.771 -0.437
H -3.549 -1.511 -0.851
H -2.089 -1.744 1.432
H -1.378 2.227 -0.261
H -3.149 0.947 -1.838
C 1.152 -2.039 1.363
C 0.692 -3.200 0.689
C 1.455 -3.351 -0.511
H -0.097 -3.867 1.021
C 2.394 -2.299 -0.583
C 2.205 -1.453 0.575
H 2.918 -0.705 0.934
H 0.851 -1.653 2.335
H 1.354 -4.159 -1.228
H 3.224 -2.191 -1.285
O 0.665 2.076 -5.311
C -0.289 1.221 -4.599
C -1.573 2.053 -4.430
H 0.160 1.001 -3.617
H -0.500 0.284 -5.125
C -1.099 3.508 -4.779
H -1.983 1.959 -3.414
H -2.347 1.721 -5.136
C 0.433 3.351 -4.700
H -1.498 4.308 -4.143
H -1.427 3.700 -5.814
H 0.738 3.258 -3.648
H 1.006 4.140 -5.200
C 1.602 2.978 -0.180
C 1.306 1.677 0.490
O 1.492 1.396 1.659
H 2.292 2.772 -1.013
H 2.053 3.684 0.534
H 0.697 3.436 -0.610
```

## Properties
Orbital gap (eV): 6.7
HOMO energy (eV): -7.64
Energy relative to the best compared isomer or geometry (same formula, charge and spin) (kJ/mol): 18.4

natural (NBO) population analysis, charges in e, atoms 1 to 5:
1. O -0.563
2. C -0.034
3. C -0.478
4. H 0.187
5. H 0.176

=====

[6]
Computed, not measured: a molecular structure, C17H25N4NiO2P2S5 at a distorted geometry, with the ωB97M-V functional and the def2-TZVPD basis.

Structure (XYZ):
```
56
C17H25N4NiO2P2S5, DFT the ωB97M-V functional and the def2-TZVPD basis
Ni -0.106 -0.420 0.176
S 1.180 -2.108 1.192
C 2.454 -1.573 2.238
S 3.673 -0.649 1.523
C 2.507 -2.003 3.562
C 3.563 -1.679 4.416
N 4.402 -1.457 5.179
C 1.528 -2.792 4.167
N 0.756 -3.431 4.741
C -5.688 -1.281 -0.746
C -4.657 -1.775 -1.752
O -3.667 -0.790 -1.946
P -2.173 -0.909 -1.320
S -1.481 0.935 -1.502
S -2.226 -1.952 0.385
O -1.576 -1.904 -2.479
C -0.264 -2.425 -2.367
C 0.435 -2.276 -3.709
H -6.492 -2.007 -0.645
H -6.100 -0.329 -1.075
H -5.203 -1.141 0.218
H -5.120 -1.961 -2.730
H -4.200 -2.704 -1.391
H -0.327 -3.482 -2.074
H 0.295 -1.892 -1.565
H -0.121 -2.818 -4.472
H 1.443 -2.679 -3.653
H 0.470 -1.226 -3.997
C -0.399 2.259 2.799
P -1.007 0.683 2.062
C -1.108 -0.357 3.569
C -2.781 1.151 1.902
H -1.057 2.578 3.605
H -0.368 3.021 2.022
H 0.604 2.113 3.192
H -1.739 0.114 4.322
H -0.106 -0.512 3.968
H -1.512 -1.330 3.291
H -3.143 1.601 2.827
H -3.362 0.259 1.676
H -2.887 1.854 1.077
N 4.224 3.630 -3.692
C 3.881 3.695 -2.333
S 4.354 5.108 -1.517
C 3.147 2.659 -1.740
C 2.765 1.477 -2.434
C 2.001 0.528 -1.820
N 1.546 0.620 -0.557
C 1.972 1.694 0.143
C 2.742 2.691 -0.378
H 4.924 4.318 -3.936
H 4.452 2.703 -4.029
H 3.067 1.314 -3.460
H 1.740 -0.372 -2.360
H 1.692 1.710 1.189
H 3.054 3.521 0.240
```

## Properties
Orbital gap (alpha / beta) (eV): 3.9 / 3.8
2S+1: 2
HOMO energy (alpha / beta) (eV): -0.94 / -0.88
Charge: -2

natural (NBO) population analysis, charges in e, atoms 1 to 5:
1. Ni 0.649
2. S -0.424
3. C -0.194
4. S -0.384
5. C -0.562

=====

[7]
Computed, not measured: 2 unconnected molecules or ions with the total composition C11H15N at a distorted geometry, with the ωB97M-V functional and the def2-TZVPD basis.

Structure (XYZ):
```
27
C11H15N, DFT the ωB97M-V functional and the def2-TZVPD basis
C 0.228 3.931 0.630
C 0.150 2.826 1.593
H 1.047 3.721 -0.242
H -0.648 4.123 -0.068
H 0.397 4.851 1.205
H 0.995 2.769 2.389
H 0.219 1.840 0.996
H -0.793 2.763 2.179
C 0.196 -3.422 1.477
C -1.323 -1.455 1.169
C -0.310 -2.315 0.627
C -0.547 -0.388 -0.646
C 0.131 -1.783 -0.597
C -0.539 0.428 -1.784
C 1.098 -2.032 -1.619
C 0.437 0.128 -2.716
C 1.039 -1.072 -2.675
N -1.455 -0.338 0.380
H -1.987 -1.793 1.976
H -2.047 0.341 0.521
H 0.256 -3.032 2.545
H 1.198 -4.069 1.367
H -1.053 1.464 -1.612
H 1.860 -2.718 -1.582
H 0.573 0.807 -3.553
H 1.527 -1.309 -3.671
H -0.647 -4.268 1.711
```

## Properties
Orbital gap (eV): 8.4
HOMO energy (eV): -7.51
Energy relative to the best compared isomer or geometry (same formula, charge and spin) (kJ/mol): 321.5
SMILES string: Cc1c[nH]c2ccccc12.CC

natural (NBO) population analysis, charges in e, atoms 1 to 5:
1. C -0.621
2. C -0.626
3. H 0.207
4. H 0.207
5. H 0.208

=====

[8]
Computed, not measured: a molecular structure, C27H67BFGaNO13S at a distorted geometry, with the ωB97M-V functional and the def2-TZVPD basis.

Structure (XYZ):
```
112
C27H67BFGaNO13S, DFT the ωB97M-V functional and the def2-TZVPD basis
C 7.655 1.743 -1.470
C 7.864 0.260 -1.724
O 7.183 -0.578 -0.790
C 5.978 -1.090 -1.243
O 5.886 -2.278 -1.435
C 4.861 -0.085 -1.413
C 3.449 -0.712 -1.421
C 2.418 0.112 -0.619
Ga 0.625 0.346 -1.521
C -0.583 1.379 -0.217
O 0.003 2.708 -0.056
N 0.648 2.843 1.111
O 1.326 3.820 1.120
B 0.868 1.482 -3.288
O 2.162 1.958 -3.541
C -0.245 1.925 -4.310
C -1.316 2.732 -3.530
S -0.387 -1.757 -1.848
O -1.637 -1.720 -2.583
O 0.586 -2.735 -2.298
F -0.813 -2.313 -0.361
H 8.179 2.021 -0.551
H 6.603 1.997 -1.317
H 8.042 2.341 -2.298
H 7.599 -0.022 -2.750
H 8.926 0.030 -1.605
H 4.971 0.631 -0.590
H 5.046 0.443 -2.356
H 3.140 -0.788 -2.465
H 3.515 -1.711 -0.989
H 2.778 1.124 -0.390
H 2.261 -0.365 0.356
H -0.602 0.883 0.759
H -1.605 1.509 -0.572
H 2.532 2.327 -2.732
H -0.706 1.104 -4.868
H 0.221 2.594 -5.048
H -0.827 3.350 -2.773
H -1.830 3.419 -4.206
H -2.032 2.060 -3.053
C -3.992 -4.506 3.327
C -3.963 -3.464 2.218
C -3.122 -3.932 1.044
O -3.482 -2.219 2.729
H -2.980 -4.681 3.703
H -4.602 -4.162 4.164
H -4.394 -5.454 2.966
H -4.983 -3.264 1.881
H -2.086 -4.096 1.354
H -3.104 -3.182 0.256
H -3.514 -4.864 0.633
H -2.577 -2.348 3.033
C 0.753 -3.525 2.703
C 2.019 -2.741 2.399
C 3.274 -3.528 2.744
O 2.008 -1.496 3.098
H 0.695 -3.753 3.774
H -0.123 -2.933 2.435
H 0.720 -4.463 2.147
H 2.031 -2.484 1.339
H 3.297 -3.754 3.815
H 4.164 -2.943 2.509
H 3.318 -4.467 2.191
H 1.995 -1.691 4.040
C -7.955 -1.555 3.272
C -7.491 -0.260 2.621
C -7.272 -0.438 1.125
O -6.303 0.212 3.244
H -7.194 -2.332 3.148
H -8.109 -1.411 4.342
H -8.886 -1.913 2.829
H -8.238 0.519 2.790
H -6.492 -1.183 0.944
H -6.943 0.498 0.674
H -8.186 -0.766 0.625
H -5.620 -0.457 3.105
C 5.995 3.336 3.520
C 6.155 2.923 2.064
C 5.980 4.107 1.123
O 5.241 1.883 1.736
H 4.990 3.729 3.691
H 6.131 2.475 4.176
H 6.719 4.105 3.798
H 7.146 2.489 1.916
H 4.979 4.536 1.216
H 6.099 3.780 0.090
H 6.710 4.893 1.330
H 4.345 2.220 1.852
C 0.276 7.545 -0.829
C 0.606 6.300 -1.638
C 1.779 6.536 -2.578
O -0.535 5.861 -2.369
H -0.010 8.365 -1.495
H -0.562 7.351 -0.160
H 1.131 7.868 -0.232
H 0.844 5.478 -0.960
H 1.537 7.326 -3.296
H 2.000 5.631 -3.145
H 2.674 6.833 -2.030
H -0.790 6.553 -2.988
C -7.418 -5.504 -2.341
C -6.252 -4.950 -1.535
C -5.329 -4.101 -2.393
O -5.522 -6.018 -0.929
H -7.048 -6.143 -3.148
H -8.068 -6.109 -1.709
H -8.009 -4.701 -2.784
H -6.637 -4.351 -0.707
H -4.897 -4.702 -3.198
H -4.502 -3.709 -1.801
H -5.859 -3.260 -2.842
H -5.163 -6.563 -1.636
```

## Properties
Orbital gap (eV): 7.6
HOMO energy (eV): -5.18
Charge: -1

Löwdin population analysis, charges in e, atoms 1 to 5:
1. C -0.073
2. C -0.244
3. O -0.042
4. C -0.455
5. O 0.128

=====

[9]
Computed, not measured: a molecular structure, C29H69N2O7Y at a distorted geometry, with the ωB97M-V functional and the def2-TZVPD basis.

Structure (XYZ):
```
108
C29H69N2O7Y, DFT the ωB97M-V functional and the def2-TZVPD basis
Y 1.627 -1.135 4.208
C -1.709 -0.618 1.557
C -0.947 -1.874 1.730
O -0.070 -1.949 2.800
H -2.404 -0.424 2.374
H -2.352 -0.589 0.677
H -1.034 0.212 1.351
H -0.550 -2.078 0.735
H -1.742 -2.586 1.950
O -1.105 -4.263 4.549
H -1.031 -3.773 3.731
H -1.494 -3.643 5.166
C 6.709 -0.007 -1.500
C 5.512 -0.587 -2.282
C 5.705 -2.125 -2.585
C 4.403 -2.850 -3.087
C 3.305 -2.588 -2.107
C 3.004 -1.086 -1.844
N 4.228 -0.412 -1.476
O 3.963 0.934 -1.090
C 2.297 -0.561 -3.111
C 1.919 -1.095 -0.718
C 5.464 0.161 -3.652
H 7.591 -0.009 -2.141
H 6.865 -0.516 -0.549
H 6.572 1.065 -1.360
H 6.356 -2.289 -3.444
H 6.182 -2.626 -1.743
H 4.620 -3.907 -3.239
H 4.139 -2.534 -4.097
H 3.450 -3.060 -1.135
H 2.405 -3.086 -2.466
H 2.967 -0.682 -3.962
H 1.390 -1.136 -3.296
H 2.091 0.473 -2.836
H 1.544 -0.075 -0.631
H 1.036 -1.713 -0.882
H 2.377 -1.349 0.238
H 6.374 0.389 -4.206
H 5.242 1.206 -3.433
H 4.790 -0.235 -4.412
H 4.364 0.965 -0.219
C -0.050 2.952 0.419
C -1.047 3.495 -0.612
C -1.302 4.946 -0.265
C -0.179 5.964 -0.630
C 0.139 5.774 -2.090
C 0.487 4.314 -2.499
N -0.469 3.397 -1.965
O -0.231 2.082 -2.289
C 0.504 4.384 -4.028
C 1.945 4.074 -2.037
C -2.424 2.765 -0.439
H 0.862 3.546 0.469
H 0.148 1.885 0.316
H -0.380 3.086 1.449
H -2.113 5.437 -0.803
H -1.716 4.990 0.742
H 0.740 5.836 -0.057
H -0.633 6.947 -0.505
H 0.969 6.479 -2.121
H -0.605 6.285 -2.702
H 1.511 4.445 -4.441
H 0.035 3.503 -4.466
H -0.125 5.201 -4.382
H 2.604 4.737 -2.598
H 2.191 3.972 -0.980
H 2.260 3.127 -2.475
H -2.186 1.725 -0.662
H -3.187 3.051 -1.163
H -2.813 2.879 0.572
H 0.318 1.768 -1.567
C -0.632 -6.012 1.722
C 0.877 -5.685 1.593
C 1.243 -4.995 0.248
O 1.219 -4.679 2.511
H -0.881 -6.938 1.205
H -1.336 -5.292 1.304
H -0.989 -6.208 2.733
H 1.457 -6.556 1.898
H 2.295 -4.731 0.132
H 0.657 -4.117 -0.024
H 0.948 -5.692 -0.536
H 0.759 -3.865 2.294
C -4.331 1.670 3.420
C -4.244 2.098 4.907
C -3.259 1.370 5.762
O -3.893 3.440 4.935
H -4.629 0.622 3.402
H -3.373 1.771 2.909
H -5.053 2.190 2.790
H -5.238 2.031 5.348
H -3.608 0.342 5.858
H -3.061 1.781 6.752
H -2.303 1.254 5.251
H -4.687 3.938 5.141
C -6.748 -1.650 0.778
C -5.526 -2.324 0.227
C -4.536 -2.881 1.209
O -5.984 -3.258 -0.718
H -7.336 -2.408 1.295
H -7.161 -1.237 -0.143
H -6.551 -0.777 1.399
H -4.948 -1.579 -0.319
H -5.069 -3.797 1.464
H -4.507 -2.223 2.078
H -3.572 -3.190 0.808
H -5.310 -3.406 -1.386
```

## Properties
Orbital gap (alpha / beta) (eV): 4.4 / 3.9
2S+1: 2
HOMO energy (alpha / beta) (eV): -9.94 / -9.94
Charge: +1

Löwdin population analysis, charges in e, atoms 1 to 5:
1. Y 1.645
2. C -0.086
3. C -0.422
4. O -0.498
5. H 0.067

=====

| no. | E_tot (eV) |
| --- | --- |
| 1 | -23288.1148 |
| 2 | -40282.1151 |
| 3 | -50227.6168 |
| 4 | -6185.1458 |
| 5 | -34256.0694 |
| 6 | -141891.8506 |
| 7 | -13137.4591 |
| 8 | -123798.4192 |
| 9 | -49533.0650 |